No. 1
ORCA calculation (ωB97M-V with the def2-TZVPD basis set) on a molecular structure, C27H49As3ClIrNO7P.

2S+1: 5
<S²>: 6.016
ΔE to the lowest compared entry with this formula, charge and spin: 48.9 kJ/mol
HOMO-LUMO gap (alpha / beta): 7.639 / 6.573 eV

Last column: Mulliken spin population.
Positions of all 90 atoms, in Å:
1 Ir -1.118 -0.904 0.788  2.713
2 As -1.266 2.421 2.864  0.025
3 As -2.182 1.150 -0.334  0.227
4 As 1.206 5.123 -1.343  0.000
5 Cl 3.235 -4.018 5.647  0.003
6 P 0.760 -2.292 -1.379  0.134
7 O 0.618 -0.601 1.689  0.222
8 O -1.695 -0.991 3.150  0.076
9 O 1.849 -2.435 -0.382  -0.001
10 O 1.277 -2.264 -2.890  0.008
11 O -0.160 -1.068 -1.202  0.118
12 O -0.229 -3.543 -1.424  0.003
13 O -3.777 -3.293 -1.305  0.101
14 N -2.708 -2.003 0.375  0.128
15 C 3.038 -0.574 -2.522  0.000
16 C 3.130 -2.550 3.378  -0.012
17 C -3.223 -2.660 -0.490  0.092
18 C 0.044 -4.848 -0.828  -0.024
19 C 2.121 3.481 -0.756  0.000
20 C -2.469 0.602 -2.173  0.004
21 C 2.420 -3.018 4.487  0.027
22 C 1.037 -0.108 -3.961  0.011
23 C -1.487 2.940 -0.730  0.073
24 C -1.108 -5.720 -1.307  0.000
25 C 0.600 4.437 -3.086  0.000
26 C 0.025 -4.719 0.689  0.036
27 C -0.968 -1.624 3.910  0.025
28 C 1.161 -1.401 2.590  0.015
29 C -3.997 1.348 0.320  0.013
30 C -0.541 5.201 -0.384  -0.001
31 C -2.571 4.555 0.856  0.005
32 C 1.371 -5.392 -1.337  0.002
33 C 0.446 -1.897 3.706  -0.009
34 C 2.515 -1.753 2.440  0.019
35 C 2.024 -1.170 -3.491  0.001
36 C -1.238 4.019 0.324  -0.021
37 C -1.835 3.859 4.085  0.004
38 C -0.361 3.531 1.484  0.002
39 C 2.731 -1.813 -4.675  0.001
40 C 0.378 1.985 3.835  -0.010
41 C 1.094 -2.702 4.652  -0.006
42 H 0.474 2.937 1.110  -0.005
43 H -1.004 -6.728 -0.901  0.000
44 H -4.431 2.275 -0.052  0.002
45 H 3.022 -1.421 1.547  0.001
46 H 3.423 -2.578 -4.325  0.000
47 H 4.167 -2.834 3.262  0.000
48 H 1.357 -5.441 -2.426  0.000
49 H 0.100 -5.710 1.143  0.000
50 H 0.267 -0.558 -4.588  -0.001
51 H 1.529 -6.398 -0.947  0.000
52 H 2.518 3.606 0.250  0.000
53 H -0.181 5.090 -3.475  0.001
54 H 2.964 3.360 -1.437  0.000
55 H -2.569 -0.477 -2.228  0.002
56 H -0.920 -4.273 1.008  -0.009
57 H -1.213 5.601 -1.152  0.000
58 H 1.557 0.658 -4.541  0.000
59 H 0.225 3.414 -3.047  0.001
60 H 0.068 4.401 1.993  0.002
61 H -1.111 -5.781 -2.395  0.000
62 H 0.853 -4.104 1.038  -0.005
63 H -1.057 4.618 4.173  0.000
64 H -3.990 1.347 1.408  -0.003
65 H 0.995 1.331 3.224  0.006
66 H -2.186 3.328 -1.482  0.016
67 H -2.398 5.365 1.566  0.000
68 H -0.561 2.727 -1.266  0.001
69 H -3.179 4.952 0.040  -0.001
70 H 3.609 0.200 -3.040  0.000
71 H -1.602 0.893 -2.762  -0.005
72 H 3.722 -1.339 -2.159  0.000
73 H 0.127 1.465 4.759  -0.002
74 H 0.930 2.894 4.078  -0.001
75 H 2.004 -2.279 -5.340  0.000
76 H -0.418 6.001 0.350  0.000
77 H -2.756 4.325 3.738  0.000
78 H -2.021 3.432 5.070  0.000
79 H -2.064 -5.312 -0.984  -0.001
80 H 0.542 -3.078 5.504  0.000
81 H -4.577 0.498 -0.036  0.004
82 H -3.155 3.785 1.363  -0.001
83 H 2.196 -4.758 -1.016  0.000
84 H 2.547 -0.123 -1.660  -0.001
85 H 0.561 0.359 -3.101  -0.009
86 H 3.291 -1.064 -5.236  0.000
87 H 1.444 4.472 -3.774  0.000
88 H -3.361 1.098 -2.559  0.004
89 H 1.515 2.577 -0.799  -0.002
90 H -1.397 -2.044 4.833  0.001

No. 2
ORCA calculation (ωB97M-V with the def2-TZVPD basis set) on 6 unconnected molecules or ions with the total composition C11H24Br11NPS2.

2S+1: 1
HOMO-LUMO gap: 7.500 eV
Charge: -1

Last column: natural (NBO) charge in e.
Positions of all 50 atoms, in Å:
1 Br -0.897 3.922 -1.814  0.009
2 Br 1.601 -3.352 1.342  -0.528
3 Br -0.505 5.348 -5.205  -0.037
4 Br 6.627 2.033 -4.724  -0.050
5 Br -3.858 1.688 1.764  0.000
6 Br -1.212 0.133 3.745  0.018
7 Br 0.551 -0.797 7.601  -0.024
8 Br 0.902 -3.582 5.187  0.033
9 Br 3.163 2.182 -3.426  -0.013
10 Br -2.173 -2.359 -1.628  0.034
11 Br -1.469 -0.536 -4.737  -0.025
12 S 4.132 0.619 0.477  -0.186
13 S -0.270 0.583 -0.307  -0.443
14 P 0.605 -1.262 0.556  0.691
15 N 2.168 -0.979 -0.666  -0.682
16 C -0.112 -3.488 6.842  -0.471
17 C 5.835 1.182 -3.156  -0.431
18 C -2.260 1.719 4.139  -0.463
19 C 3.041 -0.319 -0.212  0.191
20 C -1.696 3.370 -3.491  -0.462
21 C -0.738 3.496 -4.644  -0.439
22 C -1.598 -2.454 -4.423  -0.440
23 C -2.693 -2.794 -3.446  -0.466
24 C -3.694 1.571 3.695  -0.451
25 C 4.430 0.713 -3.410  -0.456
26 C -0.746 -2.139 7.051  -0.446
27 H 0.021 -2.037 -0.447  -0.030
28 H -2.595 3.963 -3.629  0.221
29 H -1.123 2.976 -5.518  0.223
30 H 6.480 0.337 -2.927  0.228
31 H 4.325 0.192 -4.357  0.223
32 H 0.250 3.117 -4.400  0.243
33 H -3.612 -2.255 -3.658  0.223
34 H -4.303 2.376 4.102  0.220
35 H -4.115 0.613 3.984  0.226
36 H -1.759 2.547 3.647  0.233
37 H -2.887 -3.865 -3.459  0.223
38 H -1.477 -2.181 7.856  0.216
39 H -0.622 -2.774 -4.072  0.238
40 H -0.885 -4.249 6.755  0.222
41 H -2.210 1.855 5.218  0.223
42 H 1.336 -0.593 1.557  -0.035
43 H 5.883 1.906 -2.350  0.240
44 H -1.215 -1.760 6.149  0.241
45 H -1.965 2.324 -3.348  0.242
46 H 4.107 0.066 -2.596  0.255
47 H -0.496 -1.469 1.448  -0.105
48 H -1.035 1.057 0.685  0.127
49 H 0.566 -3.752 7.647  0.222
50 H -1.802 -2.893 -5.397  0.218

No. 3
ORCA calculation (ωB97M-V with the def2-TZVPD basis set) on 2 unconnected molecules or ions with the total composition C9H16N2O2.

2S+1: 1
ΔE to the lowest compared entry with this formula, charge and spin: 327.9 kJ/mol
HOMO-LUMO gap: 10.033 eV

Last column: natural (NBO) charge in e.
Positions of all 29 atoms, in Å:
1 O 3.475 2.734 -1.522  -0.592
2 O 2.898 -1.759 -0.991  -0.581
3 N 3.029 0.476 -1.319  -0.645
4 N 2.728 1.957 0.505  -0.614
5 C -5.782 -2.219 1.609  -0.614
6 C 2.573 -0.378 0.846  -0.388
7 C -4.341 -1.977 1.122  -0.385
8 C -2.451 0.793 -0.684  -0.612
9 C -2.883 -0.416 0.019  -0.398
10 C 3.083 1.817 -0.857  0.793
11 C 2.413 0.877 1.299  0.076
12 C 2.851 -0.643 -0.521  0.622
13 C -4.447 -0.762 0.176  -0.410
14 H 3.464 0.377 -2.263  0.437
15 H -2.886 -0.257 1.285  0.177
16 H -6.361 -2.195 0.693  0.208
17 H -3.893 -2.861 0.542  0.191
18 H -3.116 0.833 -1.624  0.204
19 H -1.297 0.580 -1.239  0.198
20 H 2.612 2.912 0.757  0.425
21 H -2.237 -1.227 -0.370  0.218
22 H -3.607 -1.717 1.869  0.196
23 H 2.136 0.998 2.325  0.224
24 H -5.076 -0.984 -0.738  0.203
25 H 2.221 -1.191 1.502  0.244
26 H -4.958 -0.093 0.866  0.193
27 H -5.949 -1.168 2.123  0.194
28 H -5.830 -3.167 2.264  0.221
29 H -2.618 1.769 -0.248  0.216

No. 4
ORCA calculation (ωB97M-V with the def2-TZVPD basis set) on a molecular structure, C22H25CrN6O7STe.

2S+1: 2
<S²>: 0.760
ΔE to the lowest compared entry with this formula, charge and spin: 0.0 kJ/mol
HOMO-LUMO gap (alpha / beta): 6.792 / 6.939 eV

Last column: Mulliken spin population.
Positions of all 63 atoms, in Å:
1 Te -0.890 -1.558 1.477  0.001
2 Cr -0.286 1.619 -0.615  1.087
3 S -1.558 3.330 -3.055  0.004
4 O -1.610 2.286 2.415  0.003
5 O 0.557 -0.946 0.229  0.022
6 O -0.467 4.194 -3.451  0.001
7 O -1.908 1.186 0.459  -0.008
8 O -1.441 2.957 -1.593  -0.004
9 O -1.773 2.163 -3.882  0.002
10 O 0.789 0.445 0.237  -0.067
11 N 2.661 2.498 -4.339  0.002
12 N 1.166 1.999 -2.052  -0.021
13 N -0.756 0.141 -1.969  -0.021
14 N -1.166 -1.480 -3.309  0.003
15 N -0.100 -0.855 -3.865  -0.002
16 N 0.410 3.131 0.638  -0.015
17 C -2.233 1.569 1.658  0.000
18 C -0.618 -5.580 2.930  0.000
19 C 1.096 1.200 -3.127  0.009
20 C -1.554 -0.877 -2.184  0.009
21 C 1.173 5.046 2.498  -0.001
22 C 0.987 -7.518 2.955  0.000
23 C -0.237 4.300 0.729  0.002
24 C 1.202 -3.962 1.572  -0.001
25 C 2.720 3.289 -3.275  -0.001
26 C 0.104 0.121 -3.023  0.006
27 C -2.321 -3.755 3.033  0.000
28 C -3.045 4.270 -3.072  0.000
29 C 1.848 3.841 2.406  -0.001
30 C 0.622 -6.102 2.592  0.000
31 C 0.114 5.278 1.640  0.000
32 C 1.840 1.458 -4.265  -0.001
33 C -0.068 -3.472 1.895  -0.002
34 C 1.980 3.044 -2.129  0.001
35 C 2.266 -3.142 0.890  0.000
36 C 1.511 -5.275 1.926  0.000
37 C -0.977 -4.282 2.597  0.001
38 C 1.436 2.912 1.470  -0.005
39 H -3.251 4.514 -4.113  0.000
40 H 3.191 -3.713 0.815  0.000
41 H -0.453 6.196 1.679  0.000
42 H -3.837 3.648 -2.662  0.000
43 H -3.210 1.157 1.968  -0.001
44 H 1.464 5.787 3.232  0.000
45 H -1.572 -2.278 -3.767  0.000
46 H 3.362 4.158 -3.336  0.000
47 H -2.373 -1.190 -1.558  0.000
48 H 0.261 -8.225 2.547  0.000
49 H -1.328 -6.196 3.475  0.000
50 H -2.897 -4.525 3.542  0.000
51 H 2.036 3.696 -1.270  0.000
52 H -2.208 -2.914 3.725  0.000
53 H -1.065 4.435 0.051  -0.002
54 H 1.745 0.812 -5.129  0.000
55 H 2.468 -2.224 1.443  0.000
56 H 2.674 3.604 3.062  0.000
57 H -2.905 5.173 -2.482  0.000
58 H -2.913 -3.405 2.180  0.000
59 H 1.001 -7.653 4.038  0.000
60 H 1.970 -7.782 2.568  0.000
61 H 1.912 1.945 1.389  -0.001
62 H 2.496 -5.655 1.674  0.000
63 H 1.962 -2.840 -0.111  0.001